Record 1
Density functional theory data (ωB97M-V/def2-TZVPD) for a molecular structure, C4H5N3.

Element x y z (Å)
N1 -1.47758 0.13192 -0.21977
C1 -0.16643 -0.00594 0.41503
C2 0.24980 1.49900 0.56945
N2 0.97050 1.55060 -0.50068
C3 1.06973 -0.00085 -0.39485
N3 0.81173 -1.48292 -0.78577
C4 0.13480 -1.54518 0.31158
H1 -1.48013 0.81619 -0.97262
H2 -1.84177 -0.74394 -0.58057
H3 -0.12700 2.34869 1.13591
H4 1.99600 -0.12038 0.16895
H5 -0.13964 -2.44720 0.85335

Forces on atoms 1 to 6 (eV/Å):
N 0.014 -0.075 -0.190
C 0.156 -0.015 0.010
C 0.069 0.323 -0.177
N -0.336 0.113 0.164
C 0.171 0.029 -0.012
N -0.149 -0.152 0.330

Properties
HOMO level (eV): -9.2


Record 2
Density functional theory data (ωB97M-V/def2-TZVPD) for a molecular structure, C30H53NNdP2.

Element x y z (Å)
Nd1 -0.14358 0.22049 -0.36679
C1 -2.17150 1.76609 0.30313
C2 -2.64229 0.85764 -0.71410
C3 -2.30636 -0.35202 1.24530
C4 -2.04778 1.03115 1.52773
C5 -2.71814 -0.44002 -0.12535
C6 -2.10279 3.24206 0.15279
H1 -1.71646 3.51616 -0.84048
H2 -1.44288 3.70175 0.89042
H3 -3.10227 3.69207 0.25581
C7 -2.01752 1.63075 2.84550
H4 -1.79132 2.70128 2.82608
H5 -1.20796 1.16092 3.40397
H6 -2.95489 1.49283 3.40860
C8 -2.49654 -1.43411 2.22202
H7 -3.55247 -1.58666 2.51251
H8 -1.91722 -1.23203 3.11774
H9 -2.12109 -2.39378 1.84200
C9 -3.44966 -1.62077 -0.66670
H10 -4.52673 -1.49879 -0.50705
H11 -3.14075 -2.53809 -0.17663
H12 -3.25239 -1.73322 -1.74250
C10 -3.27620 1.33835 -1.93717
H13 -4.22383 1.80122 -1.66945
H14 -3.42774 0.52815 -2.66529
H15 -2.66477 2.08596 -2.44943
C11 1.28950 0.62745 -3.21223
C12 0.24991 1.51271 -3.36742
C13 -0.33935 1.75477 -4.72498
C14 -1.21697 0.61047 -5.33450
C15 -1.34246 -0.68242 -4.56404
C16 -0.32712 -1.51515 -4.46289
C17 1.01400 -1.18579 -5.07894
C18 1.87792 -0.06029 -4.40397
H16 0.43213 1.99507 -5.46828
H17 -0.80097 0.38930 -6.32517
H18 -0.96759 2.64926 -4.67036
H19 2.15717 0.64769 -5.19508
H20 1.69814 0.35879 -2.22851
H21 -0.21306 2.02923 -2.51870
H22 2.81815 -0.52534 -4.09568
H23 1.62954 -2.09198 -5.07809
H24 -0.34929 -2.45158 -3.87898
H25 0.87900 -0.89654 -6.12869
H26 -2.22033 1.02549 -5.48655
H27 -2.31347 -0.81758 -4.05404
P1 1.52036 2.11531 0.80120
C19 1.12666 2.87498 2.42543
H28 2.01640 3.50310 2.69330
H29 0.95180 2.06869 3.16327
H30 0.20229 3.47990 2.32815
C20 3.23917 1.51219 0.98722
H31 3.85375 2.34353 1.43030
H32 3.63540 1.16170 0.01402
H33 3.22735 0.66364 1.67770
C21 1.70477 3.57855 -0.27858
H34 2.14231 3.27325 -1.24769
H35 2.37298 4.29243 0.28539
H36 0.70681 4.01667 -0.45644
P2 0.71688 -2.37011 -0.05831
C22 -0.54211 -3.61271 -0.56357
H37 0.03758 -4.48156 -0.98133
H38 -1.24493 -3.18742 -1.29906
H39 -1.09200 -3.89997 0.36605
C23 2.39042 -2.54622 -0.85768
H40 2.31093 -2.61336 -1.96872
H41 2.88185 -3.44725 -0.39329
H42 2.99513 -1.64668 -0.62234
C24 1.08068 -3.16816 1.52615
H43 1.29444 -4.24896 1.30559
H44 0.23496 -3.02300 2.20487
H45 1.95141 -2.71074 1.97940
C25 3.51340 -1.27385 2.51283
C26 2.32757 -0.86873 3.35036
C27 2.57541 -1.02575 4.73114
C28 1.36029 -0.84644 5.38495
C29 0.39716 -0.55347 4.39770
C30 -0.94428 -0.42755 5.02288
N1 0.99744 -0.54192 3.15168
H46 3.51171 -1.29630 1.43770
H47 3.81308 -2.26086 2.87369
H48 4.33784 -0.63248 2.83025
H49 3.57615 -1.33564 5.09559
H50 1.04877 -0.93666 6.44944
H51 -0.80997 0.31201 5.82030
H52 -1.84460 -0.18364 4.50891
H53 -1.11502 -1.36754 5.55605

Forces on atoms 1 to 6 (eV/Å):
Nd -1.136 0.396 0.149
C -0.498 -1.418 0.419
C 0.742 -0.216 1.819
C -0.365 1.312 -1.291
C -0.590 -0.504 -2.254
C -0.051 0.693 0.603

Properties
HOMO level (alpha / beta) (eV): -8.0 / -8.0
Net charge: +1
Spin multiplicity: 4


Record 3
Density functional theory data (ωB97M-V/def2-TZVPD) for a molecular structure, C5H4O2.

Element x y z (Å)
O1 2.31446 -1.13921 0.13758
C1 1.21515 -0.66586 0.07425
O2 0.07245 -1.50250 0.01271
C2 -1.18936 -1.01315 -0.06153
C3 -1.50630 0.30357 -0.08612
C4 -0.45693 1.27284 -0.04648
C5 0.76159 0.69042 -0.01395
H1 -1.91317 -1.82591 -0.09678
H2 -2.54984 0.60473 -0.14928
H3 1.35661 1.84559 0.57771
H4 1.89533 1.42948 -0.34810

Forces on atoms 1 to 6 (eV/Å):
O -0.763 0.163 0.013
C 0.066 -0.677 0.227
O 0.447 0.135 0.018
C -0.088 0.259 0.008
C -0.069 -0.628 0.222
C -0.459 0.458 -0.692

Properties
HOMO level (eV): -8.6


Record 4
Density functional theory data (ωB97M-V/def2-TZVPD) for 3 unconnected molecules or ions with the total composition C3H10O3S.

Element x y z (Å)
O1 2.40425 -0.44918 1.37342
C1 1.96786 0.40869 0.67924
C2 0.73022 0.33222 -0.18961
C3 0.27393 -1.04533 -0.64574
S1 -1.46401 -1.29152 -0.15396
H1 2.45289 1.40142 0.61890
H2 1.08477 0.90156 -1.09813
H3 -0.07896 0.86958 0.27681
H4 0.33523 -1.23289 -1.69681
H5 0.95203 -1.88393 -0.25377
H6 -1.69219 -2.38785 -0.91821
O2 -0.03513 -0.15390 3.78309
H7 -0.82690 0.05700 3.23653
H8 0.53911 -0.81901 3.29318
O3 -1.88114 1.72824 -3.05979
H9 -2.87377 1.78842 -3.16576
H10 -1.88819 1.77649 -2.07939

Forces on atoms 1 to 6 (eV/Å):
O 0.385 -0.993 0.543
C -0.763 0.828 -0.244
C 1.359 -0.011 -1.843
C 0.871 -1.934 1.086
S 0.068 -0.424 -0.174
H 0.118 0.042 0.118

Properties
HOMO level (eV): -9.4
SMILES: O=CCCS.O.O


Record 5
Density functional theory data (ωB97M-V/def2-TZVPD) for a molecular structure, C19H24F3NO3PbS4Sb.

Element x y z (Å)
Pb1 2.49443 -1.17771 -1.63033
S1 3.42436 -2.82511 -5.82491
Sb1 3.52505 -0.65888 -4.99117
S2 1.38236 -0.35795 -3.83429
S3 4.76713 -0.69441 -2.85132
F1 2.58605 -0.75820 4.47434
C1 2.21069 -0.67248 3.18407
F2 1.35694 0.35066 3.10816
F3 1.52084 -1.79060 2.91893
S4 3.72705 -0.54805 2.09139
O1 4.20847 0.78740 2.33679
O2 4.53427 -1.61378 2.63486
O3 3.18792 -0.80995 0.77529
C2 -1.25021 3.87286 2.01120
C3 -0.15355 3.14600 1.27786
C4 1.11822 3.68910 1.20032
C5 2.12827 2.99005 0.54087
C6 3.52074 3.55293 0.50002
C7 1.84390 1.77765 -0.04160
C8 0.56369 1.16582 0.00915
C9 -0.42211 1.92278 0.69768
N1 0.41521 -0.02437 -0.58595
C10 -0.83685 -0.76002 -0.61691
C11 -0.62922 -2.08812 -1.37465
C12 -1.91444 -2.90891 -1.46494
C13 -2.39659 -3.24578 -0.05764
C14 -2.63671 -1.94535 0.70110
C15 -3.70988 -1.14326 -0.03564
C16 -3.22772 -0.81410 -1.44941
C17 -2.97597 -2.10907 -2.21113
C18 -1.93645 0.00163 -1.39043
C19 -1.33794 -1.14688 0.78953
H1 -0.91731 4.85968 2.32826
H2 -1.53692 3.30536 2.89652
H3 -2.13120 3.98930 1.37922
H4 1.33276 4.64890 1.65294
H5 3.53211 4.59185 0.83677
H6 3.93986 3.49930 -0.50427
H7 4.15606 2.95955 1.15808
H8 2.63482 1.23606 -0.54345
H9 -1.43206 1.56136 0.79808
H10 0.13208 -2.67765 -0.85859
H11 -0.27682 -1.87101 -2.38287
H12 -1.71553 -3.83806 -2.01312
H13 -1.63903 -3.83932 0.45818
H14 -3.32136 -3.83197 -0.09663
H15 -2.98976 -2.17215 1.71820
H16 -3.92869 -0.22028 0.50660
H17 -4.63493 -1.73127 -0.08454
H18 -4.00271 -0.22766 -1.96578
H19 -2.61839 -1.87607 -3.21449
H20 -3.90199 -2.68572 -2.30647
H21 -2.14421 0.96466 -0.92911
H22 -1.56704 0.19851 -2.40008
H23 -0.55825 -1.74056 1.26909
H24 -1.49943 -0.26673 1.40624

Forces on atoms 1 to 6 (eV/Å):
Pb -1.114 -0.464 0.537
S 0.214 0.626 0.005
Sb -0.505 -0.927 1.258
S 0.422 0.430 -0.959
S 0.290 0.450 -0.995
F 0.159 0.049 0.205

Properties
HOMO level (alpha / beta) (eV): -1.4 / -1.3
Net charge: -2
Spin multiplicity: 2


Record 6
Density functional theory data (ωB97M-V/def2-TZVPD) for a single C4H8O2 molecule.

Element x y z (Å)
C1 -1.70947 1.02518 -0.26913
O1 -0.92719 0.17535 0.53588
C2 0.19573 -0.38474 -0.11078
C3 1.47054 0.43050 0.07670
C4 0.34442 -1.80006 0.44114
O2 1.38240 -2.41270 0.44940
H1 -2.50197 1.42868 0.36688
H2 -1.12776 1.86071 -0.68782
H3 -2.17619 0.47040 -1.09734
H4 -0.01222 -0.50256 -1.18997
H5 1.50040 1.30473 -0.57978
H6 1.53071 0.77474 1.11248
H7 2.34272 -0.19489 -0.13345
H8 -0.59711 -2.24352 0.82358

Forces on atoms 1 to 6 (eV/Å):
C -0.186 0.191 -0.156
O 0.017 -0.045 0.053
C 0.185 -0.079 -0.052
C 0.018 0.079 0.006
C 0.347 -0.146 -0.063
O -0.404 0.228 -0.002

Properties
HOMO level (eV): -9.8
SMILES: CO[C@@H](C)C=O


Record 7
Density functional theory data (ωB97M-V/def2-TZVPD) for a single C4H10N2S molecule.

Element x y z (Å)
C1 0.95037 -1.26078 0.50461
C2 -0.60703 -1.37819 0.61884
C3 -1.13787 0.88908 -0.67480
C4 -1.16837 1.72852 0.58247
N1 1.28670 0.05481 0.06163
N2 1.89960 0.08379 -1.11634
S1 -1.58187 -0.81309 -0.82115
H1 1.35416 -1.40247 1.48979
H2 1.25338 -1.93368 -0.19017
H3 -0.97709 -2.44851 0.82202
H4 -0.96355 -0.86322 1.46650
H5 -0.79589 1.42588 -1.67618
H6 -2.27185 1.82977 0.76719
H7 -0.62062 2.57512 0.15969
H8 -0.60028 1.24769 1.31552
H9 1.72525 -0.66210 -1.69023
H10 2.25495 0.92737 -1.61938

Forces on atoms 1 to 6 (eV/Å):
C -2.632 2.190 0.492
C -0.479 -2.381 -0.318
C 0.873 0.167 -2.513
C -1.481 -0.403 -3.131
N 0.261 2.117 0.549
N 1.361 1.651 0.243

Properties
HOMO level (alpha / beta) (eV): -7.0 / -7.3


| no. | calculated total energy (eV) |
| --- | --- |
| 1 | -8692.2344 |
| 2 | -67305.3408 |
| 3 | -9338.6266 |
| 4 | -20249.8834 |
| 5 | -91008.9263 |
| 6 | -8371.7078 |
| 7 | -18121.0259 |